Entry from the Open Molecules 2025 dataset: a structure of composition C28H34Cl2N5O6PRuTe (wB97M-V/def2-TZVPD).

Structure (XYZ):
```
78
Properties=species:S:1:pos:R:3:forces:R:3:lowdin_spin:R:1
Ru 0.2362 -0.2164 0.3436 0.3 0.0 0.3 2.155
C -2.9376 0.7744 0.8598 0.0 0.0 0.0 0.001
C -2.0556 1.0791 2.0267 0.1 0.0 0.0 0.015
C -2.5680 1.7057 3.1622 0.0 0.0 0.0 0.005
C -1.7445 1.9898 4.2288 0.0 0.0 0.0 0.005
C -0.3971 1.6629 4.1470 0.0 0.0 0.0 0.005
C 0.0653 1.0444 3.0094 0.1 -0.1 -0.1 0.010
N -0.7579 0.7374 1.9699 0.0 0.0 0.0 0.019
C 1.4966 0.7078 2.8117 -0.1 0.0 0.0 0.020
C 2.4821 0.7488 3.7796 0.1 0.0 0.0 -0.003
C 3.7704 0.3713 3.4253 0.0 0.0 0.0 0.022
C 4.0524 -0.0507 2.1345 0.0 0.0 0.0 -0.003
C 3.0233 -0.0766 1.2095 0.0 0.0 -0.1 0.021
N 1.7965 0.3204 1.5660 -0.1 0.0 -0.1 0.017
C 3.1256 -0.5319 -0.1981 -0.1 0.0 0.1 0.002
C 4.3322 -0.7806 -0.8082 0.0 0.0 0.0 0.003
C 4.3386 -1.1579 -2.1463 0.0 0.0 0.0 0.003
C 3.1425 -1.2418 -2.8207 0.0 0.0 0.0 0.003
C 1.9430 -0.9721 -2.1601 0.0 0.0 0.0 0.008
C 0.6423 -1.0542 -2.8924 0.0 0.0 0.0 0.002
N 1.9450 -0.6511 -0.8602 -0.1 0.0 0.0 0.017
H -3.8562 1.3531 0.9246 0.0 0.0 0.0 0.000
H -3.2008 -0.2850 0.8551 0.0 0.0 0.0 0.001
H -2.4284 0.9944 -0.0771 0.0 0.0 0.0 0.000
H -3.6166 1.9669 3.1856 0.0 0.0 0.0 0.000
H -2.1353 2.4771 5.1119 0.0 0.0 0.0 0.000
H 0.2780 1.9046 4.9544 0.0 0.0 0.0 0.000
H 2.2597 1.0457 4.7936 0.0 0.0 0.0 0.000
H 4.5571 0.3885 4.1674 0.0 0.0 0.0 0.001
H 5.0485 -0.3736 1.8718 0.0 0.0 0.0 0.000
H 5.2576 -0.6756 -0.2619 0.0 0.0 0.0 0.000
H 5.2723 -1.3688 -2.6500 0.0 0.0 0.0 0.000
H 3.1120 -1.5109 -3.8672 0.0 0.0 0.0 0.000
H 0.8120 -0.9408 -3.9612 0.0 0.0 0.0 0.000
H -0.0522 -0.2894 -2.5513 0.0 0.0 0.0 0.000
H 0.1824 -2.0301 -2.7238 0.0 0.0 0.0 0.001
Cl 0.8259 -3.1908 4.6022 0.0 0.0 0.0 0.001
C -0.6363 -3.0972 3.6540 -0.1 0.0 0.0 0.002
Cl -1.7256 -1.8119 4.2359 0.0 0.0 0.0 0.003
C -0.3261 -2.7831 2.1917 -0.1 0.0 0.1 0.016
O -1.4384 -2.9802 1.4583 0.1 0.0 0.0 0.024
O 0.7337 -2.4121 1.7812 0.0 0.1 -0.1 0.044
H -1.1769 -4.0355 3.7379 0.0 0.0 0.0 0.000
C 3.5246 4.6000 -1.0938 0.0 0.0 0.0 0.021
C 3.2366 3.3513 -1.8892 0.0 -0.1 -0.1 0.001
O 2.2180 2.5103 -1.2627 0.0 0.1 0.0 0.005
P 0.7118 2.9270 -1.0986 -0.1 -0.1 0.0 0.051
O -0.1486 1.7196 -0.9193 0.0 0.1 0.0 0.117
Te 0.3706 4.2960 0.8802 0.0 0.0 0.0 0.834
O 0.4368 3.7740 -2.3858 0.0 0.0 0.0 0.010
C -0.8712 4.3553 -2.6978 0.0 0.0 0.0 0.000
C -1.7204 3.3679 -3.4569 0.0 0.0 0.0 0.000
H 4.3827 5.1115 -1.5298 0.0 0.0 0.0 0.001
H 3.7595 4.3640 -0.0557 0.0 0.0 0.0 0.004
H 2.6867 5.2999 -1.1270 0.0 0.0 0.0 0.015
H 4.1074 2.7022 -1.9431 0.0 0.0 0.0 0.000
H 2.9037 3.5790 -2.8998 0.0 0.0 0.0 0.000
H -0.6406 5.2377 -3.2882 0.0 0.0 0.0 0.000
H -1.3350 4.6748 -1.7630 0.0 0.0 0.0 0.000
H -1.2137 3.0437 -4.3650 0.0 0.0 0.0 0.000
H -2.6545 3.8523 -3.7428 0.0 0.0 0.0 0.000
H -1.9522 2.4945 -2.8480 0.0 0.0 0.0 0.000
N -1.0358 -1.4306 -0.2871 -0.1 -0.1 0.0 0.285
C -1.5338 -2.5356 0.1249 0.0 0.0 0.0 0.100
N -2.2907 -3.3604 -0.5949 0.0 0.0 0.0 0.099
C -2.8547 -4.6403 -0.1456 0.0 0.0 0.0 0.009
C -4.3493 -4.6481 -0.4282 0.0 0.0 0.0 0.005
O -4.6052 -4.4012 -1.7928 0.0 0.0 0.0 0.001
C -4.1300 -3.1297 -2.1745 0.0 0.0 0.0 0.003
C -2.6262 -3.0254 -1.9837 0.0 0.0 0.1 0.011
H -2.6615 -4.7895 0.9107 0.0 0.0 0.0 0.000
H -2.3728 -5.4398 -0.7132 0.0 0.0 0.0 0.004
H -4.8498 -3.8942 0.1943 0.0 0.0 0.0 0.000
H -4.7650 -5.6261 -0.1943 0.0 0.0 0.0 0.000
H -4.6326 -2.3470 -1.5898 0.0 0.0 0.0 0.000
H -4.3784 -2.9956 -3.2256 0.0 0.0 0.0 0.000
H -2.2780 -2.0176 -2.1944 0.0 0.0 0.0 0.003
H -2.1161 -3.7340 -2.6409 0.0 0.0 0.0 0.003
```
Positions in Å, forces in eV/Å.

Summary:
HOMO (spin up / spin down) (eV): -13.56 / -13.65
Strongest force on any atom (eV/A): 0.40
2S+1: 5
Kohn-Sham gap (spin up / spin down) (eV): 7.65 / 6.33
Charge: +2
Relative energy (zero: lowest compared OMol25 entry of this formula, charge and spin) (eV): 0.000
Expectation value of S²: 6.024
LUMO level (spin up / spin down) (eV): -5.90 / -7.32

***

Entry from the Open Molecules 2025 dataset: a structure of composition C28H34Cl3GeN6O11PSTi (wB97M-V/def2-TZVPD).

Structure (XYZ):
```
86
Properties=species:S:1:pos:R:3:forces:R:3:lowdin_spin:R:1
Ti 0.6266 0.4712 0.0904 0.0 -0.2 -0.1 0.002
O 1.8774 -1.0360 0.4226 0.0 0.0 0.0 0.000
N 2.3811 -1.3994 1.5994 0.0 0.0 0.0 0.000
C 3.1319 -2.5197 1.6262 0.0 0.0 0.0 0.000
C 3.6875 -2.9478 2.7961 0.0 0.0 0.0 0.000
C 3.4443 -2.2142 3.9618 0.0 0.0 0.0 0.000
C 2.6649 -1.0888 3.9104 0.0 0.0 0.0 0.000
C 2.1061 -0.6575 2.6957 0.0 0.0 0.0 0.000
S 1.1035 0.7104 2.5110 0.0 0.0 0.0 0.000
H 3.2265 -3.0118 0.6709 0.0 0.0 0.0 0.000
H 4.2770 -3.8518 2.8032 0.0 0.0 0.0 0.000
H 3.8540 -2.5434 4.9070 0.0 0.0 0.0 0.000
H 2.4375 -0.5119 4.7943 0.0 0.0 0.0 0.000
N -4.0824 0.6806 0.2732 0.0 0.0 0.0 0.000
N -3.5017 0.0156 -0.8630 0.0 0.1 0.0 0.000
H -3.8397 1.6677 0.2339 0.0 0.0 0.0 0.000
H -3.6149 0.3151 1.0979 0.0 0.0 0.0 0.000
H -2.6484 0.5063 -1.1213 0.0 -0.1 -0.1 0.000
H -4.1500 0.1328 -1.6319 0.0 0.0 0.0 0.000
Cl 0.1030 -3.3985 2.8257 0.0 0.0 0.0 0.000
Ge -0.7800 -2.0985 4.5687 0.0 0.0 0.0 0.000
Cl -1.8492 -3.8391 5.5764 0.0 0.0 0.0 0.000
Cl -2.6379 -1.2761 3.4854 0.0 0.0 0.0 0.000
O 2.2104 -0.2299 -2.9854 0.0 0.0 0.1 0.000
C 1.0937 0.2369 -2.8512 0.1 -0.1 -0.1 0.000
O 0.3809 0.0990 -1.7542 0.0 0.0 0.1 0.000
C 0.4401 1.0164 -3.9436 0.0 0.0 0.0 0.000
C -0.7789 1.6475 -3.7442 0.0 0.0 0.0 0.000
C -1.3659 2.4278 -4.7436 0.0 0.0 0.0 0.000
C -0.6839 2.5224 -5.9291 0.0 0.0 0.0 0.000
O -1.0155 3.2419 -7.0456 0.0 0.0 0.0 0.000
C -0.0939 2.8162 -8.0460 0.0 0.0 0.0 0.000
O 1.0035 2.1984 -7.3876 0.0 0.0 0.0 0.000
C 0.5331 1.8879 -6.1329 0.0 0.0 0.0 0.000
C 1.1284 1.1329 -5.1632 0.0 0.0 0.0 0.000
H -1.2772 1.5566 -2.7908 0.0 0.0 0.0 0.000
H -2.3033 2.9409 -4.5814 0.0 0.0 0.0 0.000
H 0.2568 3.6806 -8.6055 0.0 0.0 0.0 0.000
H -0.5861 2.0866 -8.7002 0.0 0.0 0.0 0.000
H 2.0832 0.6466 -5.3027 0.0 0.0 0.0 0.000
C 4.5389 0.3980 -0.5525 -0.1 -0.1 -0.1 0.000
P 3.5796 1.9073 -0.6732 0.2 0.3 0.3 0.000
C 4.2496 3.0355 0.5415 0.0 -0.7 0.0 0.003
C 3.8054 2.6099 -2.2952 0.0 -0.1 -0.1 0.001
O 2.0934 1.6385 -0.4252 -0.1 -0.2 0.0 0.001
H 5.5627 0.5996 -0.8726 0.0 0.0 0.0 0.000
H 4.0804 -0.3597 -1.1848 0.0 -0.1 -0.1 0.000
H 4.5490 0.0625 0.4851 0.0 0.0 0.0 0.000
H 5.3269 2.8793 0.6161 0.0 0.0 0.0 0.000
H 3.7785 2.8215 1.5027 0.0 -0.1 0.0 0.000
H 4.0667 4.0777 0.2620 0.6 -0.4 0.1 0.000
H 4.8343 2.9519 -2.4145 0.0 0.0 0.0 0.000
H 3.1386 3.4681 -2.4023 0.0 -0.1 0.0 0.001
H 3.5639 1.8556 -3.0441 0.0 0.0 0.0 0.000
O -2.0188 2.7963 -1.0264 0.0 0.1 0.1 0.044
C -0.9771 2.8518 -0.4050 0.0 -0.2 -0.1 0.036
O -0.5950 1.7989 0.3733 -0.1 0.2 0.1 0.009
C 0.0236 3.9068 -0.4702 0.1 0.1 0.0 0.108
C 0.9402 4.0990 0.5794 0.0 0.1 0.0 0.010
C 2.0661 4.8529 0.3976 -0.4 0.3 0.0 0.071
C 2.3506 5.3791 -0.8860 -0.1 0.1 0.0 0.050
C 1.3610 5.3251 -1.8968 0.0 0.0 0.0 0.079
C 0.2149 4.5997 -1.6776 0.0 -0.1 0.0 0.004
N 3.6234 5.8304 -1.1731 -0.3 0.2 -0.3 0.188
O 3.8724 6.2937 -2.3206 0.0 0.0 0.0 0.205
O 4.5268 5.7053 -0.2840 0.2 0.5 0.0 0.174
H 0.7665 3.6121 1.5313 0.0 0.0 0.0 -0.001
H 2.7820 5.0069 1.1907 -0.3 0.1 0.0 0.005
H 1.5657 5.7974 -2.8458 0.0 0.0 0.0 0.008
H -0.5173 4.4825 -2.4675 0.0 0.0 0.0 -0.002
N -0.8683 -0.9789 0.4543 0.1 0.0 -0.1 0.000
C -1.6122 -1.8639 0.4608 0.0 0.1 0.1 0.000
N -2.4100 -2.8851 0.4916 0.0 0.0 -0.1 0.000
C -3.8623 -2.7482 0.6567 0.0 0.0 0.0 0.000
C -4.3374 -3.8282 1.6090 0.0 0.0 0.0 0.000
O -3.9374 -5.1151 1.1546 0.0 0.0 0.0 0.000
C -2.5227 -5.2107 1.1723 0.0 0.0 0.0 0.000
C -1.9068 -4.2290 0.1910 0.0 0.0 0.0 0.000
H -4.3375 -2.8532 -0.3217 0.0 0.0 0.0 0.000
H -4.0851 -1.7604 1.0486 0.0 -0.1 0.0 0.000
H -5.4259 -3.8295 1.6504 0.0 0.0 0.0 0.000
H -3.9358 -3.6396 2.6106 0.0 0.0 0.0 0.000
H -2.2656 -6.2303 0.8856 0.0 0.0 0.0 0.000
H -2.1402 -5.0087 2.1778 0.0 0.0 0.0 0.000
H -2.1894 -4.4910 -0.8339 0.0 0.0 0.0 0.000
H -0.8228 -4.2240 0.2851 0.0 0.0 0.0 0.000
```
Positions in Å, forces in eV/Å.

Summary:
HOMO (spin up / spin down) (eV): -3.39 / -5.94
Strongest force on any atom (eV/A): 0.70
2S+1: 2
Kohn-Sham gap (spin up / spin down) (eV): 4.62 / 7.17
Charge: -1
Relative energy (zero: lowest compared OMol25 entry of this formula, charge and spin) (eV): 0.055
Expectation value of S²: 0.776
LUMO level (spin up / spin down) (eV): 1.23 / 1.23